19
Properties=species:S:1:pos:R:3:forces:R:3:mulliken_charge:R:1 method="wB97M-V/def2-TZVPD" charge=0 e_tot_ha=-310.904395 multiplicity=1 e_above_lowest_ev=4.214 lumo_energy_ha=0.031 e_homo_ev=-7.8
C 2.110113 0.359665 -0.411634 -0.1 -0.1 0.1 -1.26
C 1.031394 -0.071343 0.583605 -0.8 -0.7 -1.0 -0.47
C -0.368147 -0.224116 -0.067278 -0.2 -2.2 3.0 0.87
C -0.523941 -1.053931 -1.225459 -0.6 -1.7 -1.1 -1.47
C -1.544324 -0.389231 1.553817 1.3 2.8 -4.9 -1.13
C -1.403792 0.633629 0.322578 1.9 1.5 2.1 -0.21
O -0.580605 1.917670 0.270102 -2.5 1.4 -0.4 -0.58
H 1.887615 1.342378 -0.822043 0.0 0.1 0.0 0.29
H 2.211497 -0.352149 -1.234484 0.0 0.1 0.1 0.34
H 3.065826 0.420201 0.108924 0.1 0.0 -0.1 0.36
H 1.024148 0.603705 1.424868 -0.3 0.1 0.1 0.38
H 1.243590 -1.076756 0.937417 0.4 -0.1 0.2 0.40
H 0.124222 -0.766173 -2.050705 0.2 0.0 0.0 0.37
H -0.301596 -2.072693 -0.927840 0.2 -0.4 -0.5 0.29
H -1.559653 -1.029423 -1.589803 0.3 -0.1 0.0 0.39
H -0.906235 -0.357679 2.360913 1.4 0.2 1.4 0.32
H -2.516253 -0.757631 1.696108 -1.0 -0.7 -0.2 0.35
H -2.310742 0.668940 -0.246199 -0.3 0.1 -0.3 0.42
H -0.683121 2.204931 -0.682880 0.1 -0.3 1.6 0.32